Version one
# C4H12N4

2 unconnected molecules or ions with the total composition C4H12N4 (the ωB97M-V functional and the def2-TZVPD basis, the Open Molecules 2025 dataset).

Calculated values
multiplicity: 1
net charge: 0
highest occupied orbital energy (alpha / beta): -7.44 / -7.44 eV

Cartesian coordinates (Å):
C: -0.29950 -1.94569 -0.05165
C: 1.66664 1.05563 0.72654
C: 1.29617 -0.19687 0.21981
N: 2.11424 -0.79515 -0.73701
N: 0.07268 -0.65356 0.48928
H: 3.09849 -0.59435 -0.67342
H: 1.90836 -1.73931 -1.01380
H: 0.41565 -2.73009 0.23115
H: -1.26417 -2.23927 0.36260
H: -0.38837 -1.93897 -1.14713
H: 2.64196 1.46788 0.49660
H: 0.53229 1.81628 -0.44294
H: 1.22884 1.35940 1.66528
C: -2.37955 0.57127 0.03687
N: -1.10447 0.71315 -0.64956
N: -0.56158 1.88458 -0.48439
H: -0.83374 2.36903 0.38634
H: -2.34186 0.95609 1.06370
H: -2.66147 -0.47794 0.05098
H: -3.14061 1.11791 -0.52921

For each atom in turn, the Löwdin charge in e is:
1. C -0.160
2. C -0.039
3. C -0.540
4. N 0.115
5. N -0.038
6. H 0.086
7. H 0.064
8. H 0.079
9. H 0.059
10. H 0.078
11. H 0.048
12. H 0.082
13. H 0.049
14. C -0.116
15. N -0.099
16. N 0.008
17. H 0.102
18. H 0.080
19. H 0.060
20. H 0.083

---

Version two
# C4H12N4

2 unconnected molecules or ions with the total composition C4H12N4 (the ωB97M-V functional and the def2-TZVPD basis, the Open Molecules 2025 dataset).

Calculated values
multiplicity: 1
net charge: 0
SMILES string: C=C(N)N(C)N.C=N
highest occupied orbital energy: -8.20 eV

Cartesian coordinates (Å):
C: -1.19556 0.50776 1.13177
C: -0.47398 -0.07475 0.12590
N: -1.20539 -0.93829 -0.78420
N: 0.86866 -0.54883 0.30516
C: 1.73726 0.30457 1.09884
N: 0.97902 -1.88953 0.77688
H: -0.72009 0.96864 1.97629
H: -2.21243 0.82423 0.94099
H: -0.70557 -1.71346 -1.21170
H: -2.19550 -0.72895 -0.80946
H: 1.49546 0.28404 2.17023
H: 2.75706 -0.06630 0.97638
H: 1.65847 1.33558 0.75591
H: 0.26217 -2.09056 1.48280
H: 0.86820 -2.53194 -0.00094
C: -0.40454 1.48596 -1.38678
N: -0.90963 0.69667 -2.34356
H: -1.07649 2.26246 -1.03455
H: 0.65276 1.76551 -1.37218
H: -0.17987 0.14718 -2.79776

For each atom in turn, the Löwdin charge in e is:
1. C 0.070
2. C -0.489
3. N 0.032
4. N -0.241
5. C -0.097
6. N 0.045
7. H 0.051
8. H 0.067
9. H 0.090
10. H 0.096
11. H 0.077
12. H 0.082
13. H 0.077
14. H 0.093
15. H 0.070
16. C -0.198
17. N -0.002
18. H 0.064
19. H 0.073
20. H 0.038

---

Ranked by calculated energy, most stable first: version one, version two.

---

Version one
# C4H12N4

C4H12N4 in the gas phase (the ωB97M-V functional and the def2-TZVPD basis, the Open Molecules 2025 dataset).

Calculated values
multiplicity: 1
net charge: 0
SMILES string: CNN=C(CN)CN
highest occupied orbital energy: -8.20 eV

Cartesian coordinates (Å):
C: 1.99484 -1.83595 -1.04588
N: 1.10232 -0.78423 -1.14591
N: 1.16760 -0.07594 0.19668
C: 0.05562 0.44042 0.35649
C: -0.72002 0.57855 -0.96270
N: -1.44522 -0.47531 -0.95956
C: -0.24063 1.33415 1.47124
N: -1.54960 1.00021 2.01545
H: 2.81541 -1.56200 -0.34188
H: 1.36159 -2.79558 -0.50285
H: 2.21673 -2.32961 -2.04363
H: 0.16182 -1.16502 -1.18108
H: 0.17160 0.73131 -1.71558
H: -1.42338 1.34794 -0.94271
H: -1.89992 -0.34646 -0.02922
H: -1.99341 -0.52384 -1.83640
H: 0.59721 1.22399 2.33742
H: -0.02026 2.40774 1.34318
H: -2.17025 2.01789 2.32660
H: -1.28172 0.23756 2.92455

For each atom in turn, the Löwdin charge in e is:
1. C -0.191
2. N -0.191
3. N 0.143
4. C -0.368
5. C -0.377
6. N -0.025
7. C -0.328
8. N -0.092
9. H 0.072
10. H 0.119
11. H 0.077
12. H 0.050
13. H 0.164
14. H 0.097
15. H 0.119
16. H 0.131
17. H 0.142
18. H 0.112
19. H 0.173
20. H 0.172

---

Version two
# C4H12N4

2 unconnected molecules or ions with the total composition C4H12N4 (the ωB97M-V functional and the def2-TZVPD basis, the Open Molecules 2025 dataset).

Calculated values
multiplicity: 1
net charge: 0
highest occupied orbital energy: -7.32 eV

Cartesian coordinates (Å):
C: 0.29480 0.28627 1.64587
N: 0.77043 0.01255 0.29551
N: 1.61843 -1.12563 0.28920
C: 0.83806 2.13780 -0.69941
N: 1.56037 1.19212 -0.23915
H: 2.53060 -0.81075 0.63111
H: 1.77433 -1.35688 -0.68968
H: -0.10655 -0.62713 2.08077
H: -0.47910 1.05038 1.59029
H: 1.11311 0.65779 2.26955
H: -0.58951 1.76338 -0.88928
H: 1.48837 2.93194 -1.08555
C: -1.41705 -1.56498 -0.39966
C: -0.80583 -0.30028 -0.92298
N: -1.45795 0.84858 -0.91998
H: -2.29509 0.99000 -0.36671
H: -0.10772 -0.42739 -1.75106
H: -0.64771 -2.28542 -0.12586
H: -2.04395 -1.36671 0.47032
H: -2.03802 -2.00563 -1.18331

For each atom in turn, the Löwdin charge in e is:
1. C -0.074
2. N -0.370
3. N 0.048
4. C -0.120
5. N -0.031
6. H 0.080
7. H 0.077
8. H 0.081
9. H 0.077
10. H 0.084
11. H 0.062
12. H 0.026
13. C -0.063
14. C -0.319
15. N 0.008
16. H 0.082
17. H 0.123
18. H 0.066
19. H 0.078
20. H 0.085

---

Ranked by calculated energy, most stable first: version two, version one.

---

Version one
# C4H4N4

C4H4N4 in the gas phase (the ωB97M-V functional and the def2-TZVPD basis, the Open Molecules 2025 dataset).

Calculated values
multiplicity: 1
net charge: 0
SMILES string: [H]/N=C(/C#N)[C@H](N)C#N
highest occupied orbital energy: -10.42 eV

Cartesian coordinates (Å):
H: 0.81466 1.52789 -0.91193
N: -0.17660 1.82338 -0.79323
C: -0.76561 0.96932 -0.18467
C: -2.04509 0.77514 0.24032
N: -3.09895 0.53448 0.57641
C: 0.23078 -0.40634 0.39610
N: 1.54536 0.03242 -0.13443
C: -0.24309 -1.73833 0.08289
N: -0.48940 -2.78312 -0.33045
H: 0.08206 -0.08790 1.42133
H: 1.91272 -0.53641 -0.97014
H: 2.23316 -0.11053 0.60778

For each atom in turn, the Löwdin charge in e is:
1. H 0.064
2. N 0.183
3. C -0.325
4. C -0.202
5. N 0.212
6. C -0.258
7. N 0.002
8. C -0.197
9. N 0.161
10. H 0.129
11. H 0.140
12. H 0.092

---

Version two
# C4H4N4

A molecular structure, C4H4N4 (the ωB97M-V functional and the def2-TZVPD basis, the Open Molecules 2025 dataset).

Calculated values
multiplicity: 1
net charge: 0
highest occupied orbital energy: -9.63 eV

Cartesian coordinates (Å):
C: -3.26039 0.11516 0.29593
C: 0.31773 -0.42200 -0.11815
C: 0.65523 1.10653 -0.22853
C: 2.30809 -0.25509 0.16389
H: -3.72886 1.07085 0.53461
H: -3.53620 -0.96655 0.26441
H: -0.04190 1.81234 -0.46546
H: 3.47071 -0.59335 0.16898
N: -1.90073 0.29436 -0.15409
N: -0.94051 -0.91471 -0.27238
N: 1.88098 1.17641 0.15857
N: 1.49059 -1.21190 0.09913

For each atom in turn, the Löwdin charge in e is:
1. C 0.035
2. C -0.311
3. C -0.055
4. C -0.203
5. H 0.050
6. H 0.063
7. H 0.063
8. H 0.159
9. N -0.081
10. N 0.086
11. N 0.082
12. N 0.113

---

Ranked by calculated energy, most stable first: version one, version two.

---

Version one
# C4H4N4

C4H4N4 in the gas phase (the ωB97M-V functional and the def2-TZVPD basis, the Open Molecules 2025 dataset).

Calculated values
multiplicity: 1
net charge: 0
SMILES string: [H]/N=c1/cnnccn1
highest occupied orbital energy: -10.15 eV

Cartesian coordinates (Å):
H: 2.50529 0.45167 1.26823
N: 2.03282 -0.39193 0.80878
C: 1.17817 -0.04539 -0.10771
C: 0.26318 -1.16153 -0.63051
N: -0.96590 -1.39442 -0.33987
N: -1.53615 -0.63000 0.59668
C: -1.39188 0.69367 0.46403
C: -0.43611 1.50829 -0.31912
N: 0.73076 1.20120 -0.61193
H: 0.72576 -1.81616 -1.41351
H: -1.92260 1.35359 1.07013
H: -0.81917 2.54686 -0.54069

For each atom in turn, the Löwdin charge in e is:
1. H 0.085
2. N 0.150
3. C -0.408
4. C -0.079
5. N 0.016
6. N 0.032
7. C -0.084
8. C -0.155
9. N 0.119
10. H 0.121
11. H 0.074
12. H 0.129

---

Version two
# C4H4N4

C4H4N4 in the gas phase (the ωB97M-V functional and the def2-TZVPD basis, the Open Molecules 2025 dataset).

Calculated values
multiplicity: 1
net charge: 0
SMILES string: [H]/N=C1C=N/C(=N\[H])C=N/1
highest occupied orbital energy: -10.17 eV

Cartesian coordinates (Å):
H: 2.27529 1.35277 -1.69444
N: 2.06626 0.27602 -1.71770
C: 1.07082 0.19722 -0.90405
C: 0.49804 -1.15973 -0.55577
N: -0.61277 -1.35509 0.20163
C: -1.17619 -0.15915 0.77413
N: -2.03010 -0.21296 1.76451
H: -2.08996 -1.26271 2.02492
C: -0.51723 1.11090 0.48617
N: 0.45181 1.35501 -0.31071
H: 1.10879 -2.13662 -0.90156
H: -1.04476 1.99434 0.83287

For each atom in turn, the Löwdin charge in e is:
1. H 0.103
2. N 0.147
3. C -0.426
4. C -0.030
5. N 0.089
6. C -0.415
7. N 0.155
8. H 0.095
9. C -0.100
10. N 0.111
11. H 0.155
12. H 0.116

---

Ranked by calculated energy, most stable first: version two, version one.

---

Version one
# C2H8NO

2 unconnected molecules or ions with the total composition C2H8NO (the ωB97M-V functional and the def2-TZVPD basis, the Open Molecules 2025 dataset).

Calculated values
multiplicity: 1
net charge: +1
highest occupied orbital energy: -13.60 eV

Cartesian coordinates (Å):
N: 1.86023 -0.66512 -0.69474
H: 1.29653 -0.73084 0.15984
H: 2.77544 -0.27921 -0.41096
H: 1.85840 -1.54671 -1.19632
H: 1.32724 0.09682 -1.14798
C: -1.39437 0.05726 1.40153
C: -1.39136 0.80948 0.32090
O: -0.60952 0.45023 -0.77979
H: -1.82228 0.29065 2.35649
H: -0.95627 -0.93872 1.33013
H: -1.83471 1.79262 0.24229
H: -1.10933 0.66354 -1.58140

For each atom in turn, the Löwdin charge in e is:
1. N 0.312
2. H 0.132
3. H 0.171
4. H 0.159
5. H 0.129
6. C 0.037
7. C -0.230
8. O -0.082
9. H 0.068
10. H 0.065
11. H 0.120
12. H 0.118

---

Version two
# C2H8NO

2 unconnected molecules or ions with the total composition C2H8NO (the ωB97M-V functional and the def2-TZVPD basis, the Open Molecules 2025 dataset).

Calculated values
multiplicity: 1
net charge: +1
highest occupied orbital energy: -16.45 eV

Cartesian coordinates (Å):
C: 0.30311 0.63407 1.19660
C: 0.73029 -1.65571 0.41795
N: 0.22893 -0.43350 0.19913
H: 1.03582 1.36591 0.80150
H: 0.64883 0.31758 2.15950
H: -0.69048 1.12933 1.34247
H: 0.98000 -1.92956 1.35713
H: 0.84140 -2.26832 -0.45452
H: -0.08429 -0.12342 -0.63234
H: -1.06595 1.64141 -2.21423
H: -1.72531 0.42391 -2.43651
O: -1.20234 0.89831 -1.73669

For each atom in turn, the Löwdin charge in e is:
1. C -0.008
2. C 0.266
3. N 0.039
4. H 0.125
5. H 0.092
6. H 0.126
7. H 0.084
8. H 0.122
9. H 0.041
10. H 0.002
11. H 0.111
12. O -0.001

---

Version three
# C2H8NO

2 unconnected molecules or ions with the total composition C2H8NO (the ωB97M-V functional and the def2-TZVPD basis, the Open Molecules 2025 dataset).

Calculated values
multiplicity: 1
net charge: +1
highest occupied orbital energy: -16.71 eV

Cartesian coordinates (Å):
C: -0.20851 -1.38738 -0.23254
C: -1.63429 0.46154 0.40794
N: -0.63463 -0.00321 -0.23423
H: 0.22535 -1.57598 -1.21960
H: 0.52026 -1.55389 0.52916
H: -1.10995 -1.95348 0.00451
H: -2.57221 -0.00260 0.74005
H: -1.63246 1.57772 0.19258
H: 0.30868 0.47309 -0.36565
H: 2.65219 1.02672 -0.52123
H: 2.22351 1.70809 0.76396
O: 1.86206 1.22939 -0.06496

For each atom in turn, the Löwdin charge in e is:
1. C -0.016
2. C 0.173
3. N -0.033
4. H 0.119
5. H 0.103
6. H 0.107
7. H 0.137
8. H 0.148
9. H 0.123
10. H 0.044
11. H 0.136
12. O -0.040

---

Ranked by calculated energy, most stable first: version one, version two, version three.